[1]
{"formula": "C8H9O4", "method": "ωB97M-V/def2-TZVPD", "charge": 0, "homo_energy_ev": [-9.1, -9.2], "e_tot_ha": -610.974095, "gap_ev": [7.5, 8.8], "multiplicity": 2, "e_lumo_ev": [-1.64, -0.39], "s_squared": 1.760, "species": ["C", "C", "C", "C", "C", "C", "C", "C", "O", "O", "O", "O", "H", "H", "H", "H", "H", "H", "H", "H", "H"], "positions_angstrom": [[0.761, 0.125, -1.426], [1.609, 1.138, -1.898], [2.000, 2.170, -1.036], [1.568, 2.165, 0.298], [0.739, 1.140, 0.763], [0.283, 0.159, -0.119], [-0.770, -0.895, 0.388], [-2.262, -0.610, -0.079], [-2.899, -1.764, 0.356], [-0.784, -0.927, 1.678], [0.892, -3.570, 2.225], [0.717, -2.836, 3.198], [0.461, -0.705, -2.070], [1.959, 1.126, -2.936], [2.650, 2.968, -1.397], [1.866, 2.952, 0.992], [0.432, 1.102, 1.808], [-0.467, -1.837, -0.124], [-2.641, 0.301, 0.426], [-2.278, -0.509, -1.181], [-3.836, -1.692, 0.133]], "forces_ev_per_angstrom": [[0.046, 0.296, -0.069], [-0.062, -0.074, 0.286], [-0.205, -0.191, 0.108], [0.013, -0.298, -0.130], [-0.031, 0.277, -0.311], [-0.663, 0.013, 0.129], [1.880, 1.318, -3.149], [1.035, 0.233, 0.197], [-1.307, -0.425, -0.150], [-0.499, -0.552, 2.508], [-0.374, 1.556, 2.066], [0.407, -1.589, -2.058], [0.047, 0.279, 0.002], [-0.116, -0.030, 0.429], [-0.185, -0.211, 0.088], [0.044, -0.202, -0.279], [-0.016, 0.098, -0.315], [-0.589, -0.155, 0.412], [0.267, -0.313, -0.337], [0.160, 0.137, 0.457], [0.147, -0.169, 0.117]]}

[2]
{"formula": "C5H18N2O", "method": "ωB97M-V/def2-TZVPD", "charge": 2, "homo_energy_ev": -18.7, "e_tot_ha": -385.475586, "gap_ev": 12.7, "de_lowest_kj_mol": 31.8, "e_lumo_ev": -6.01, "species": ["C", "C", "C", "C", "C", "N", "N", "H", "H", "H", "H", "H", "H", "H", "H", "H", "H", "H", "H", "H", "H", "H", "H", "H", "H", "O"], "positions_angstrom": [[1.449, -1.047, 1.016], [0.227, -0.622, 0.214], [0.637, -0.177, -1.228], [-0.234, 0.853, -1.988], [-0.693, 2.067, -1.168], [-1.521, 2.924, -2.075], [1.215, -1.133, 2.490], [1.832, -1.987, 0.612], [2.275, -0.380, 0.803], [-0.470, -1.449, 0.053], [-0.387, 0.173, 0.638], [1.662, 0.204, -1.143], [0.706, -1.113, -1.782], [-1.148, 0.277, -2.213], [0.231, 1.072, -2.945], [-1.226, 1.790, -0.275], [0.183, 2.689, -0.965], [-2.456, 2.524, -2.219], [-1.176, 2.979, -3.030], [-1.729, 3.906, -1.847], [0.883, -0.240, 2.842], [2.040, -1.375, 3.055], [0.417, -1.803, 2.602], [-0.725, -3.768, 3.520], [-1.401, -3.227, 2.253], [-0.589, -3.137, 2.780]], "forces_ev_per_angstrom": [[0.663, 0.206, -0.957], [-0.978, 0.288, -1.080], [1.075, 0.104, 0.738], [-1.372, -1.809, 1.008], [2.035, 0.414, -1.342], [-1.918, 0.294, -0.687], [-0.473, 0.151, -0.494], [-0.321, -0.283, 0.540], [0.064, 0.500, 0.412], [0.052, -0.119, 0.441], [0.375, 0.031, 0.682], [-0.084, 0.093, -0.257], [0.032, 0.341, -0.480], [0.042, 0.287, -0.289], [0.177, 0.408, 0.059], [-0.365, 0.268, 0.115], [-0.162, -0.092, 0.527], [0.005, -0.193, 0.203], [0.689, -0.201, -0.173], [0.470, -0.175, 0.720], [0.018, 0.280, 0.046], [-0.275, -0.311, -0.360], [0.379, -0.479, 0.710], [0.293, 0.547, -0.494], [0.295, 0.009, 0.156], [-0.713, -0.557, 0.257]]}

[3]
{"formula": "C3H3ErO", "method": "ωB97M-V/def2-TZVPD", "charge": 1, "homo_energy_ev": [-12.9, -12.9], "e_tot_ha": -1205.891076, "gap_ev": [6.2, 6.1], "multiplicity": 5, "de_lowest_kj_mol": 0.0, "e_lumo_ev": [-6.75, -6.82], "s_squared": 6.007, "species": ["C", "C", "C", "H", "H", "H", "O", "Er"], "positions_angstrom": [[-1.389, -0.108, -0.339], [-2.726, -0.739, 0.137], [-2.250, 0.654, 0.310], [-2.791, -1.411, 1.006], [-3.442, -1.011, -0.653], [-2.607, 1.665, 0.497], [2.134, 0.683, 0.734], [1.037, -0.469, -0.740]], "forces_ev_per_angstrom": [[2.394, -0.221, 0.517], [-0.239, -0.509, -0.124], [-0.177, -0.052, -1.196], [0.251, 0.336, -0.310], [0.181, 0.311, 0.368], [0.341, -0.362, 0.287], [-1.301, -1.421, -1.832], [-1.450, 1.918, 2.290]]}

[4]
{"formula": "C7H11N2", "method": "ωB97M-V/def2-TZVPD", "charge": 1, "homo_energy_ev": -12.6, "e_tot_ha": -382.396227, "gap_ev": 8.2, "de_lowest_kj_mol": 597.0, "e_lumo_ev": -4.45, "species": ["C", "C", "C", "C", "C", "C", "C", "N", "N", "H", "H", "H", "H", "H", "H", "H", "H", "H", "H", "H"], "positions_angstrom": [[1.728, 1.028, -0.309], [1.013, 0.487, -1.621], [1.202, -0.156, 0.493], [0.299, -0.079, 1.672], [0.220, -0.358, -0.667], [-1.141, -0.117, 1.208], [-2.158, 0.114, -0.991], [-1.029, -0.240, -0.265], [-0.464, -1.307, 1.965], [2.757, 1.091, -0.738], [1.029, 1.809, -0.081], [0.425, 1.135, -2.316], [1.743, -0.208, -2.105], [2.017, -0.880, 0.479], [0.617, 0.399, 2.586], [-3.129, -0.176, -0.568], [-2.165, 1.295, -1.004], [-1.836, -0.217, -2.030], [-0.150, -2.134, 1.480], [-0.978, -1.486, 2.813]], "forces_ev_per_angstrom": [[-1.396, 0.171, -2.400], [-0.337, -1.961, -1.309], [0.500, -2.656, -1.192], [-0.691, 0.725, 1.261], [-0.946, 1.998, 1.283], [0.384, 0.631, 0.832], [-0.185, 2.985, -3.190], [3.208, -1.683, 2.343], [-0.230, -0.548, -1.547], [-0.494, 0.712, 1.987], [1.059, 1.607, 0.448], [0.798, -0.529, 0.509], [-0.599, 0.918, -0.234], [-0.151, -0.427, 0.507], [0.004, 0.466, -0.077], [0.700, -0.461, -0.298], [-0.250, -2.122, -0.092], [-1.673, 0.388, 0.843], [-0.104, -0.353, -0.097], [0.402, 0.139, 0.420]]}